A molecular structure, C24H31N3O4 in a non-equilibrium geometry, computed with ωB97M-V with the def2-TZVPD basis set.

Atoms and positions in Å:
C: -0.34068 1.09316 -4.49437
H: 0.19744 1.64340 -5.13472
O: 0.40004 0.00627 -3.74970
C: 1.26351 0.63328 -2.92371
C: 1.87873 -0.28229 -2.35165
C: 2.92933 0.19971 -1.22751
C: 3.15689 1.67289 -0.90742
C: 2.47025 2.31299 -1.79085
C: 1.58973 1.95560 -2.75738
H: 0.95926 2.77226 -3.21183
H: 2.78286 3.35874 -1.46269
O: 4.19748 1.68032 -0.07879
C: 4.09442 3.13238 0.23408
H: 5.02345 3.04556 1.26374
H: 3.29641 3.48762 0.61197
H: 4.70036 3.81464 -0.40221
C: 3.53009 -0.84867 -0.38982
C: 2.68651 -1.46651 0.57330
N: 2.19803 -1.21277 1.66746
N: 1.36990 -1.87864 2.20979
C: 1.28451 -2.97110 1.21013
O: 2.30282 -2.68452 0.37933
C: 0.53130 -4.20306 1.49795
H: 1.20410 -4.89571 1.80509
H: 0.09798 -4.64236 0.30306
C: -0.71448 -4.09454 2.50562
C: -1.93576 -3.03251 1.88222
O: -2.72076 -3.74152 1.48447
N: -1.52753 -1.69879 2.13846
H: -0.71009 -1.48336 2.50524
C: -2.40095 -0.92474 1.56473
C: -2.16123 0.51688 2.01495
C: -0.76035 1.01470 1.73269
C: -0.80013 1.18292 0.08783
C: -1.02799 -0.22104 -0.45108
C: -2.27361 -0.87466 0.14809
C: -3.48404 0.11632 -0.59047
C: -3.11268 1.76592 0.33246
C: -1.73575 2.07926 -0.31862
H: -1.39346 3.12100 0.11846
H: -1.83738 2.24978 -1.28912
C: -3.02651 1.71318 1.78757
H: -2.97462 2.62893 2.02629
H: -4.25914 1.35504 1.91579
H: -3.81684 2.29849 -0.32352
H: -4.59651 -0.14787 -0.12400
H: -3.55145 0.33373 -1.52473
H: -2.78589 -1.69708 -0.33100
H: -0.21430 -1.11769 -0.10764
H: -0.81172 -0.19965 -1.50713
H: 0.27862 1.36224 -0.16783
H: -0.57808 1.96682 2.08853
H: -0.08069 0.19674 2.08948
H: -2.27137 0.58380 3.31571
H: -3.59607 -1.06782 1.96550
H: -0.19213 -3.58051 3.60665
H: -1.12761 -5.00973 2.56913
H: 4.52970 -0.42305 0.18030
H: 4.10823 -1.81032 -0.97183
H: 1.79010 -1.22640 -2.08559
H: -1.05517 0.42097 -5.29421
H: -0.97710 1.72137 -3.84664

Cartesian forces (eV/Å) of the 3 atoms listed first:
-4.6117 -5.9991 -0.1221
2.7557 1.9970 -1.8645
-3.1458 4.2632 -3.0035

Results
- ΔE to the lowest compared entry with this formula, charge and spin: 574.1 kcal per mole
- M: 425.53 Da
- Electronic energy: -1397.5199 Ha
- Orbital gap: 0.319 Ha
- HOMO level: -8.29 eV